(one)
C4H6N2O2 | the ωB97M-V functional and the def2-TZVPD basis

- SMILES = N#CC(N)=O.CC=O
- M (g/mol) = 114.10

```
! wB97M-V def2-TZVPD RIJCOSX def2/J DEFGRID3
* xyz 0 1
C -2.20040 -0.53055 -0.19159
C -0.90682 -0.34577 0.51304
O -0.63119 0.68556 1.15041
H -0.30607 -1.24972 0.68078
H -2.03030 -1.06212 -1.12541
H -2.67777 0.42391 -0.40147
H -2.85147 -1.14488 0.43333
C 2.22608 0.32350 -0.26705
N 1.88073 0.94593 0.82405
C 0.74860 0.05166 -1.25492
O 3.19592 -0.16106 -0.74670
N 0.20678 0.03399 -2.27498
H 2.62503 1.07167 1.49899
H 0.72089 0.95786 1.16155
*
```

***

(two)
C4H6N2O2 | the ωB97M-V functional and the def2-TZVPD basis

- M (g/mol) = 114.10

```
! wB97M-V def2-TZVPD RIJCOSX def2/J DEFGRID3
* xyz 0 1
C -0.66974 -0.87987 -0.07415
C 2.30182 -0.00493 -0.44998
C -0.99774 0.42293 -0.74196
C 0.03709 -0.22188 0.97132
N -0.97084 -2.06220 -0.41270
N -0.59302 1.06677 0.47546
O 1.97082 1.06116 -0.79209
O 2.80135 -1.00264 -0.14876
H -0.24891 0.77110 -1.40702
H -2.01037 0.61167 -1.06769
H 0.42620 -0.45176 1.91754
H -0.62671 -2.74416 0.29501
H -0.09552 2.06172 0.28362
H -1.32443 1.37207 1.15141
*
```

***

The energy of each structure relative to the most stable one, in kcal/mol, is as follows: (one) 0.0; (two) 22.0.

***

(one)
C3H11N2 | the ωB97M-V functional and the def2-TZVPD basis

- M (g/mol) = 75.13

```
! wB97M-V def2-TZVPD RIJCOSX def2/J DEFGRID3
* xyz 1 1
C -0.85666 0.98804 2.22502
C 0.68905 -1.62783 -1.29578
C -0.07278 -0.38886 -1.72644
N 0.42663 0.72969 -0.97310
N 0.26154 0.39902 1.45185
H -0.81592 2.12965 2.23960
H -1.83783 0.77694 1.70898
H 1.68687 -1.47273 -1.46055
H 0.54044 -1.78938 -0.09208
H 0.10232 -0.18305 -2.77988
H -1.22269 -0.53198 -1.59464
H 0.39072 0.62017 0.27851
H 0.05064 1.64670 -1.29376
H 0.35300 -2.50545 -1.80421
H 1.16480 0.60006 1.87865
H -0.86013 0.60898 3.23782
*
```

***

(two)
C3H11N2 | the ωB97M-V functional and the def2-TZVPD basis

- M (g/mol) = 75.13

```
! wB97M-V def2-TZVPD RIJCOSX def2/J DEFGRID3
* xyz 1 1
N -1.53572 -1.01374 1.13527
C -0.49034 -1.79029 1.05064
N 0.71975 -1.46282 0.68642
H -1.55270 -0.04327 0.84620
H -2.41220 -1.43558 1.40104
H -0.65019 -2.83287 1.30132
H 1.41573 -2.19229 0.70110
H 0.98992 -0.55367 0.31763
C 1.11321 1.31225 -1.24416
C -0.26866 1.47814 -0.56840
H 1.22122 2.00569 -2.07318
H 1.26054 0.32109 -1.67508
H 1.94280 1.53639 -0.57296
H -0.95996 0.75941 -1.00521
H -0.14521 1.44668 0.51333
H -0.64817 2.46488 -0.81396
*
```

***

The energy of each structure relative to the most stable one, in kcal/mol, is as follows: (one) 144.0; (two) 0.0.

***

(one)
C3H11N2 | the ωB97M-V functional and the def2-TZVPD basis

- SMILES = C[C@H]([NH3+])CN
- M (g/mol) = 75.13

```
! wB97M-V def2-TZVPD RIJCOSX def2/J DEFGRID3
* xyz 1 1
N 0.30818 1.31751 1.13634
C -0.21986 0.02273 0.40544
C -1.46391 0.46688 -0.35833
C 0.85230 -0.52281 -0.51156
N 0.68877 -1.98163 -0.49900
H 1.30346 1.16196 1.31684
H 0.19508 2.18551 0.61772
H -0.07407 1.33841 2.08497
H -0.50821 -0.57370 1.25177
H -1.22363 1.31885 -1.00430
H -1.75313 -0.32071 -1.05484
H -2.33030 0.67797 0.26277
H 1.83182 -0.23746 -0.11699
H 0.83066 -0.15638 -1.53836
H 1.54239 -2.44774 -0.78804
H 0.02047 -2.24940 -1.20442
*
```

***

(two)
C3H11N2 | the ωB97M-V functional and the def2-TZVPD basis

- M (g/mol) = 75.14

```
! wB97M-V def2-TZVPD RIJCOSX def2/J DEFGRID3
* xyz 1 1
C 1.85688 -2.32247 0.40339
N 1.74305 -1.05856 0.50135
H 2.40076 -2.89581 1.16420
H 1.20384 -2.90011 -0.25438
H 0.21506 -0.00840 0.16606
H 2.60980 -0.65004 0.85438
C -1.58302 0.15914 -0.93777
N -0.31069 0.69148 -0.40117
C -0.59788 1.86017 0.52960
H -2.35198 0.11040 -0.15469
H -1.96618 0.53630 -1.87676
H -1.31661 -0.87267 -1.13680
H 0.31768 1.02110 -1.13132
H -0.96668 1.48786 1.49042
H -1.51752 2.32318 0.19282
H 0.26349 2.51843 0.59066
*
```

***

The energy of each structure relative to the most stable one, in kcal/mol, is as follows: (one) 0.0; (two) 21.6.

***

(one)
C3H11N2 | the ωB97M-V functional and the def2-TZVPD basis

- M (g/mol) = 75.13

```
! wB97M-V def2-TZVPD RIJCOSX def2/J DEFGRID3
* xyz 1 1
C -2.36948 -0.09025 1.26556
C 0.77340 -0.41405 0.12506
C 1.19300 0.66625 -0.81009
N 2.59340 0.45063 -1.03090
N -1.70628 -0.34518 0.01459
H -3.43287 -0.23300 1.06072
H -2.13211 -0.77415 2.08414
H 0.85011 -1.43661 -0.25548
H 1.18646 -0.41502 1.13325
H 0.61690 0.73063 -1.73456
H 1.17697 1.62626 -0.30100
H 2.99145 -0.37848 -1.43139
H 3.08691 1.31206 -1.18929
H -0.63514 -0.41056 -0.06955
H -1.96402 -1.23406 -0.41750
H -2.22870 0.94552 1.55644
*
```

***

(two)
C3H11N2 | the ωB97M-V functional and the def2-TZVPD basis

- M (g/mol) = 75.13

```
! wB97M-V def2-TZVPD RIJCOSX def2/J DEFGRID3
* xyz 1 1
C 1.75108 1.88071 0.17417
N 2.04507 0.64606 0.22916
H 0.68861 2.08717 0.29701
H 2.44613 2.68015 0.42178
H 3.02284 0.47562 0.42194
H 0.69357 -0.43257 0.61108
C -1.82895 0.18128 -0.42479
C -1.01304 -1.11665 -0.52383
N 0.02415 -1.25790 0.52033
H -1.23657 0.96315 -0.89228
H -2.73022 0.01626 -1.00775
H -2.02693 0.42105 0.61594
H -1.52583 -2.06200 -0.69346
H -0.54585 -1.06419 -1.51164
H -0.41172 -1.37640 1.43605
H 0.64766 -2.04174 0.32630
*
```

***

(three)
C3H11N2 | the ωB97M-V functional and the def2-TZVPD basis

- M (g/mol) = 75.13

```
! wB97M-V def2-TZVPD RIJCOSX def2/J DEFGRID3
* xyz 1 1
C 2.19804 0.18319 -0.52784
N 1.26372 -0.91372 -0.13459
H 1.65622 0.90266 -1.12577
H 2.58852 0.70584 0.34463
H 3.00293 -0.20620 -1.13313
H 1.27988 -1.60413 -0.87943
H 0.16103 -0.40978 0.13074
H 1.60290 -1.37285 0.70765
C -2.17848 -0.56456 0.01675
C -1.08055 1.45064 0.71574
N -0.99717 0.25880 0.32602
H -1.81516 -1.47916 -0.46470
H -2.82869 -0.07371 -0.69821
H -2.65434 -0.86832 0.94664
H -0.17974 1.98856 0.99391
H -2.01912 2.00273 0.78160
*
```

***

The energy of each structure relative to the most stable one, in kcal/mol, is as follows: (one) 89.7; (two) 3.3; (three) 0.0.

***

(one)
C3H11N2 | the ωB97M-V functional and the def2-TZVPD basis

- M (g/mol) = 75.13

```
! wB97M-V def2-TZVPD RIJCOSX def2/J DEFGRID3
* xyz 1 1
C 1.78426 -0.80121 3.13635
C 2.52682 -0.22849 4.31630
H 1.74872 -0.16438 2.29887
H 0.85388 -1.11665 3.46318
H 2.30385 -1.65246 2.75163
H 3.14679 0.68825 4.06283
H 1.77312 0.09501 5.12472
H 3.13609 -1.06857 4.73774
N -1.92845 -0.44676 -1.89738
C -1.76763 0.22771 -3.12674
N -1.03581 1.33662 -3.11257
H -2.09006 -0.12372 -0.95658
H -1.87718 -1.46904 -1.94777
H -2.00233 -0.19382 -4.04008
H -0.91671 1.72892 -4.03296
H -0.58708 1.85941 -2.34742
*
```

***

(two)
C3H11N2 | the ωB97M-V functional and the def2-TZVPD basis

- M (g/mol) = 75.13

```
! wB97M-V def2-TZVPD RIJCOSX def2/J DEFGRID3
* xyz 1 1
C -2.78759 -0.17980 1.83914
C -1.94550 -0.41652 0.61302
H -3.83302 -0.48204 1.81587
H -2.30966 -0.57194 2.73859
H -2.89156 0.88093 2.09839
H -2.45285 -1.04134 -0.12483
H -1.01092 -0.92239 0.87222
H -1.69367 0.48763 0.04715
N 2.69662 0.96645 -2.05845
C 2.54469 -0.14886 -1.37693
N 2.11658 -0.16362 -0.12459
H 2.07064 1.74006 -1.90859
H 3.31329 1.02684 -2.84715
H 2.96487 -1.03037 -1.85116
H 1.45321 -0.89414 0.12073
H 1.76486 0.74912 0.14658
*
```

***

The energy of each structure relative to the most stable one, in kcal/mol, is as follows: (one) 15.9; (two) 0.0.

***

(one)
C4H4O2S | the ωB97M-V functional and the def2-TZVPD basis

- M (g/mol) = 116.14

```
! wB97M-V def2-TZVPD RIJCOSX def2/J DEFGRID3
* xyz 0 1
C 1.62479 0.63423 -0.23897
C 2.23040 0.72741 0.77470
C -2.72751 0.82897 -0.21286
C -2.04394 1.48345 -0.96088
O 1.28766 -2.65188 1.41330
O 0.57526 -2.77630 -0.91163
S 0.56585 -2.03061 0.35042
H 0.84737 0.44289 -0.92331
H -3.53999 0.53401 0.48428
H 2.64603 0.66408 1.74993
H -1.46594 2.14376 -1.52497
*
```

***

(two)
C4H4O2S | the ωB97M-V functional and the def2-TZVPD basis

- M (g/mol) = 116.14

```
! wB97M-V def2-TZVPD RIJCOSX def2/J DEFGRID3
* xyz 0 1
C 0.77481 0.50430 -1.16663
C 0.51454 1.70313 -0.50292
C 0.00533 -1.58558 1.58144
C -1.07677 -0.14085 -0.18248
O 0.56167 -2.61379 1.39940
O -0.09628 -0.41456 -1.15735
S -1.05962 1.47265 0.36097
H 1.70054 0.26631 -1.68030
H 1.00545 2.61998 -0.71804
H -0.31157 -1.32034 2.56962
H -2.01810 -0.49126 -0.50371
*
```

***

The energy of each structure relative to the most stable one, in kcal/mol, is as follows: (one) 10.9; (two) 0.0.